(1)
Formula: C4H7N3O2S
Source: the Open Molecules 2025 dataset
Level of theory: ωB97M-V/def2-TZVPD

Cartesian coordinates (Å):
1 C -2.9029 0.7503 0.2436
2 S -1.6488 -0.2828 -0.2083
3 O -1.9573 -1.6152 0.0850
4 O -1.1490 -0.0142 -1.5202
5 N -0.3043 0.2647 0.9221
6 N 0.9386 -0.0345 0.4293
7 C 1.5182 0.6268 -0.6224
8 C 2.6948 -0.0708 -0.8610
9 C 2.7273 -1.1981 0.0118
10 N 1.6303 -1.1286 0.7279
11 H -3.0535 0.5131 1.3047
12 H -2.3751 1.7095 0.2980
13 H -3.6965 0.5987 -0.3787
14 H -0.3437 -0.0780 1.8843
15 H 1.0786 1.4889 -1.0465
16 H 3.3443 0.4041 -1.6137
17 H 3.4990 -1.9340 0.3442

Forces on atoms 1 to 3 (eV/Å):
2.5 1.6 3.3
3.8 -0.5 -0.4
-1.0 -2.2 0.9

The relative energy (zero: lowest compared OMol25 entry of this formula, charge and spin) comes out at 2.712 eV. The multiplicity is 1. As for the total energy: -23658.9351 eV. For the lowest unoccupied orbital energy, the calculation gives 0.0168 hartree. The HOMO energy comes out at -0.3348 Eh. The HOMO-LUMO gap comes out at 9.57 eV. As for the molecular weight: 161.19 g mol⁻¹.

---

(2)
Formula: C2H5N3OS
Source: the Open Molecules 2025 dataset
Level of theory: ωB97M-V/def2-TZVPD

Cartesian coordinates (Å):
1 H -0.7071 -1.2057 -1.6999
2 N 0.1781 -1.7579 -1.5455
3 C 0.7723 -1.7384 -0.4370
4 N 0.5187 -1.0527 0.7854
5 O -0.5141 -0.1631 0.6352
6 C -0.1664 1.1202 0.3901
7 N -1.2468 1.8361 0.1950
8 S 1.4197 1.6158 0.4406
9 H 1.7265 -2.3046 -0.2273
10 H 1.3325 -0.5560 1.1351
11 H -2.1389 1.3739 0.2640
12 H -1.1745 2.8324 0.0644

Forces on atoms 1 to 3 (eV/Å):
1.4 -0.6 0.9
-0.8 0.1 -0.2
1.2 0.3 0.9

The relative energy (zero: lowest compared OMol25 entry of this formula, charge and spin) comes out at 2.652 eV. The multiplicity is 1. As for the total energy: -19506.2982 eV. For the lowest unoccupied orbital energy, the calculation gives 0.0226 hartree. The HOMO energy comes out at -0.3372 Eh. The HOMO-LUMO gap comes out at 9.79 eV. As for the molecular weight: 119.15 g mol⁻¹.

---

(3)
Formula: C6H10LiO3Tl
Source: the Open Molecules 2025 dataset
Level of theory: ωB97M-V/def2-TZVPD

Cartesian coordinates (Å):
1 C -3.4011 -0.0472 0.0424
2 C -2.1921 0.2607 -0.4950
3 C -0.8886 0.1648 0.2035
4 C 0.2051 0.8290 -0.3288
5 O 1.4692 0.7577 -0.0816
6 O -4.5482 -0.1432 -0.5909
7 Li -6.2213 -0.5056 -0.6137
8 Tl 2.3284 -1.1761 -0.4429
9 H -3.3948 -0.4071 1.0925
10 H -2.1547 0.4723 -1.5721
11 H 0.3269 -1.2526 1.1842
12 H -0.0194 1.5380 -1.1590
13 C 2.7854 -1.3631 2.5880
14 C 1.6200 -2.3190 2.3893
15 O 0.9781 -2.1191 1.1406
16 H 3.0175 -1.2478 3.6556
17 H 3.6958 -1.7474 2.0991
18 H 2.5441 -0.3644 2.1907
19 H 0.8864 -2.1810 3.2017
20 H 1.9755 -3.3604 2.4341
21 H -1.0274 -0.4080 1.1288

Forces on atoms 1 to 3 (eV/Å):
1.2 -0.6 0.0
-0.4 -0.1 -0.2
-0.2 0.9 -1.0

The relative energy (zero: lowest compared OMol25 entry of this formula, charge and spin) comes out at 0.755 eV. The multiplicity is 1. As for the total energy: -17422.8248 eV. For the lowest unoccupied orbital energy, the calculation gives -0.0334 hartree. The HOMO energy comes out at -0.2077 Eh. The HOMO-LUMO gap comes out at 4.74 eV. As for the molecular weight: 341.47 g mol⁻¹.

---

(4)
Formula: C3H13NO2
Source: the Open Molecules 2025 dataset
Level of theory: ωB97M-V/def2-TZVPD

Cartesian coordinates (Å):
1 C 1.2777 -0.4686 -0.3677
2 C 0.2606 0.2419 -1.3109
3 C -0.1500 1.6950 -0.8492
4 N 0.0808 2.1602 0.5055
5 H 1.1267 -1.3885 0.1966
6 H 1.5099 0.3124 0.3585
7 H 2.2244 -0.6528 -0.8808
8 H 0.6971 0.1503 -2.3015
9 H -0.7452 -0.1903 -1.3488
10 H -1.1807 1.9298 -1.0983
11 H 0.4830 2.3351 -1.4784
12 H 1.0412 2.0236 0.7917
13 H -0.4775 1.6612 1.1912
14 O -0.1268 -0.3427 2.7632
15 H -0.1211 -1.2409 3.0867
16 H 0.7655 -0.0359 2.6713
17 O -1.3114 -2.7097 -1.1060
18 H -0.6356 -2.1000 -0.8284
19 H -1.5458 -2.3672 -1.9928

Forces on atoms 1 to 3 (eV/Å):
0.7 1.1 -0.1
-1.1 -0.9 1.3
1.8 0.7 -1.0

The relative energy (zero: lowest compared OMol25 entry of this formula, charge and spin) comes out at 1.386 eV. The multiplicity is 1. As for the total energy: -8906.0393 eV. For the lowest unoccupied orbital energy, the calculation gives 0.0233 hartree. The HOMO energy comes out at -0.3441 Eh. The HOMO-LUMO gap comes out at 10.00 eV. As for the molecular weight: 95.14 g mol⁻¹.

---

Look up the HOMO-LUMO gap of the second one. 9.79 eV

---

The highest relative energy (zero: lowest compared OMol25 entry of this formula, charge and spin) belongs to which entry? C4H7N3O2S